Entry 1:
ORCA calculation (the ωB97M-V functional and the def2-TZVPD basis) on the molecule C4H7FN2O.

```
15
Properties=species:S:1:pos:R:3:forces:R:3
C -2.583311 -0.752660 -0.031947 1.675 0.307 0.713
C -1.676273 0.442197 -0.026390 0.466 -0.671 0.168
C -0.337060 0.472549 -0.036293 -0.475 0.550 -0.104
C 1.625953 -0.824590 -0.018039 0.353 0.226 0.229
H -1.970090 -1.652064 -0.086750 -0.103 0.074 0.040
H -3.177935 -0.762740 0.864385 -0.298 -0.038 0.438
H -3.220506 -0.703949 -0.863005 -1.012 0.044 -1.240
H 0.181296 1.431067 -0.060013 -0.302 -0.193 0.057
H 2.074740 -1.814209 -0.027795 -0.053 -0.179 -0.040
H 3.520187 -0.206919 -0.219412 0.081 0.061 -0.026
H 2.466927 1.953856 0.578513 0.043 -0.037 0.122
N 0.371221 -0.723558 -0.072724 0.006 -0.319 -0.098
N 2.652877 0.109167 0.192551 -0.276 -0.356 0.056
O 2.413502 1.420576 -0.221150 -0.005 0.275 -0.263
F -2.341524 1.611280 0.028074 -0.099 0.255 -0.052
```
Positions in Å, forces in eV/Å.

The charge is 0. The HOMO-LUMO gap is 8.91 eV. The value obtained for the energy above the lowest of the compared OMol25 structures with the same formula, charge and spin is 68.4 kcal/mol.



Entry 2:
ORCA calculation (the ωB97M-V functional and the def2-TZVPD basis) on a cluster of 3 separate species, C4H7FN2O in total.

```
15
Properties=species:S:1:pos:R:3:forces:R:3
C -2.694677 0.614621 -0.071550 0.777 0.186 -0.959
C -0.389713 -2.042318 -0.091893 -0.619 -2.400 -1.998
C 1.697052 1.821446 0.158780 3.263 -0.582 -1.841
C 0.006921 0.341699 0.597481 -0.618 -5.326 -1.003
N -3.480328 0.500516 0.740837 -0.863 -0.127 0.826
N 0.147488 -0.732611 0.079436 -0.445 1.060 1.123
O 0.488995 1.424622 0.866216 0.990 3.528 0.476
F 1.743443 -0.968973 -0.950581 0.140 0.095 -0.029
H -0.966440 -2.488982 0.688852 -0.291 0.864 1.519
H -1.174287 -2.078602 -0.917752 1.505 0.277 0.481
H 0.378118 -2.878656 -0.231515 -0.577 1.963 -0.368
H 2.307737 2.459250 0.813524 -0.714 -0.196 0.157
H 1.488158 2.456294 -0.783555 -0.146 -1.417 1.494
H 2.382037 0.855545 -0.081417 -2.102 2.055 0.190
H -1.934508 0.716149 -0.816860 -0.298 0.019 -0.067
```
Positions in Å, forces in eV/Å.

The charge is 0. The HOMO-LUMO gap (spin up / spin down) is 9.11 / 9.11 eV. The value obtained for the energy above the lowest of the compared OMol25 structures with the same formula, charge and spin is 143.6 kcal/mol.



Entry 3:
ORCA calculation (the ωB97M-V functional and the def2-TZVPD basis) on the molecule C4H7FN2S.

```
15
Properties=species:S:1:pos:R:3:forces:R:3
C 0.399153 0.791741 0.657288 -0.421 -0.991 2.143
C 1.629124 -0.291026 0.764518 -2.710 1.390 -2.027
C -0.744948 -0.156985 0.020016 0.254 2.549 -0.520
C -2.174636 0.029384 -0.475562 -0.648 -1.196 0.844
H 0.812502 1.007462 -1.615160 0.530 2.613 2.110
H 0.186460 1.422420 1.616261 0.033 -1.798 -1.413
H 2.503766 0.318547 0.411635 -0.452 -1.207 0.774
H 1.665328 -0.792379 1.729952 0.280 0.086 0.012
H 1.517415 -2.194400 -0.252792 -1.167 1.575 -0.404
H -2.653360 -1.164069 -0.316045 0.808 4.004 -0.474
H -2.276412 0.319173 -1.721931 0.014 -0.147 4.113
N 1.136588 -1.213309 -0.349082 1.612 -0.772 0.755
N -0.240905 -1.119084 -0.578956 2.732 -2.775 0.409
F -2.661149 0.981848 0.571280 -0.338 -1.526 -2.674
S 0.901078 2.060675 -0.461415 -0.527 -1.803 -3.647
```
Positions in Å, forces in eV/Å.

The charge is 0. The HOMO-LUMO gap is 9.60 eV. The value obtained for the energy above the lowest of the compared OMol25 structures with the same formula, charge and spin is 101.9 kcal/mol.



Entry 4:
ORCA calculation (the ωB97M-V functional and the def2-TZVPD basis) on the molecule C4H7FN2S.

```
15
Properties=species:S:1:pos:R:3:forces:R:3
C -1.601015 -0.541036 -0.419159 -0.003 0.091 0.627
C -1.836936 0.784238 0.229523 0.034 -0.083 0.240
C -0.732423 -0.096754 0.746498 -0.244 -0.304 -0.139
C 1.573203 -0.516254 0.079207 0.381 -0.520 -0.298
H -3.292671 -1.545014 -0.790286 -0.989 0.023 -0.632
H -2.738795 -1.803699 0.693165 -0.154 -0.122 0.787
H -1.109729 -0.474542 -1.372875 0.159 -0.032 -0.273
H -2.701166 0.948281 0.868178 0.070 0.021 -0.174
H -0.897016 -0.579842 1.710305 -0.038 0.061 -0.132
H 0.859503 1.277184 0.622687 -0.075 -0.231 -0.030
H 1.209537 -1.544700 -0.074930 0.171 0.312 0.059
N -2.471384 -1.670340 -0.255047 1.064 0.133 -0.251
N 0.603039 0.304677 0.475316 0.157 0.679 0.156
F -1.437467 1.910316 -0.433431 -0.086 0.065 -0.048
S 3.141811 -0.105751 -0.194603 -0.446 -0.093 0.109
```
Positions in Å, forces in eV/Å.

The charge is 0. The HOMO-LUMO gap is 9.06 eV. The value obtained for the energy above the lowest of the compared OMol25 structures with the same formula, charge and spin is 33.2 kcal/mol.



Repeat the fourth record exactly.
ORCA calculation (the ωB97M-V functional and the def2-TZVPD basis) on the molecule C4H7FN2S.

```
15
Properties=species:S:1:pos:R:3:forces:R:3
C -1.601015 -0.541036 -0.419159 -0.003 0.091 0.627
C -1.836936 0.784238 0.229523 0.034 -0.083 0.240
C -0.732423 -0.096754 0.746498 -0.244 -0.304 -0.139
C 1.573203 -0.516254 0.079207 0.381 -0.520 -0.298
H -3.292671 -1.545014 -0.790286 -0.989 0.023 -0.632
H -2.738795 -1.803699 0.693165 -0.154 -0.122 0.787
H -1.109729 -0.474542 -1.372875 0.159 -0.032 -0.273
H -2.701166 0.948281 0.868178 0.070 0.021 -0.174
H -0.897016 -0.579842 1.710305 -0.038 0.061 -0.132
H 0.859503 1.277184 0.622687 -0.075 -0.231 -0.030
H 1.209537 -1.544700 -0.074930 0.171 0.312 0.059
N -2.471384 -1.670340 -0.255047 1.064 0.133 -0.251
N 0.603039 0.304677 0.475316 0.157 0.679 0.156
F -1.437467 1.910316 -0.433431 -0.086 0.065 -0.048
S 3.141811 -0.105751 -0.194603 -0.446 -0.093 0.109
```
Positions in Å, forces in eV/Å.

The charge is 0. The HOMO-LUMO gap is 9.06 eV. The value obtained for the energy above the lowest of the compared OMol25 structures with the same formula, charge and spin is 33.2 kcal/mol.